DFT (ωB97M-V/def2-TZVPD) results for C16H12Co2NO6 as an isolated structure.

Structure (XYZ):
```
37
C16H12Co2NO6 (ωB97M-V/def2-TZVPD)
O -0.180 0.731 3.503
C -0.384 0.224 2.477
Co -0.821 -0.633 0.994
C -0.886 -1.890 2.286
O -0.757 -2.693 3.116
C -2.234 0.437 0.873
O -3.066 1.237 0.797
C 0.636 0.201 -0.361
C 1.212 1.387 0.254
C 0.593 2.653 0.113
C 1.092 3.770 0.780
C 2.204 3.635 1.617
C 2.810 2.381 1.778
C 2.346 1.269 1.084
C 0.974 -1.062 -0.821
C 1.040 -2.370 -0.464
Co 0.366 -0.068 -2.180
C -1.225 0.655 -2.318
O -2.302 1.065 -2.439
C 0.007 -1.381 -3.325
O -0.274 -2.199 -4.095
C 1.547 0.712 -3.244
O 2.209 1.140 -4.091
H -0.290 2.731 -0.529
H 0.603 4.737 0.649
H 2.574 4.491 2.173
H 3.670 2.257 2.435
H 2.815 0.280 1.170
H 1.221 -3.115 -1.240
H 1.132 -2.680 0.589
C -2.933 -2.603 0.004
N -1.530 -2.245 -0.317
H -3.391 -3.166 -0.821
H -2.964 -3.213 0.915
H -3.498 -1.681 0.162
H -1.414 -1.935 -1.290
H -0.903 -3.055 -0.231
```

Results
Charge: -1
Relative energy (zero: lowest compared OMol25 entry of this formula, charge and spin), kcal per mole: 0.00
Gap between HOMO and LUMO, Ha: 0.2293
Lowest unoccupied orbital energy, eV: 2.90
E_tot, Eh: -3888.55929

DFT (ωB97M-V/def2-TZVPD) results for one molecule with the formula C6H9N.

Structure (XYZ):
```
16
C6H9N (ωB97M-V/def2-TZVPD)
C -0.338 1.827 0.062
C -0.435 0.522 -0.686
C 0.331 0.194 -1.723
C 0.816 -1.270 0.863
C 2.002 -1.082 0.939
C -0.634 -1.467 0.714
N -1.310 -0.448 -0.120
H 0.578 2.368 -0.190
H -0.328 1.635 1.143
H -1.193 2.484 -0.148
H 1.130 0.845 -2.065
H 0.233 -0.781 -2.193
H 3.054 -0.897 0.963
H -0.798 -2.467 0.297
H -1.076 -1.465 1.718
H -2.032 0.005 0.428
```

Results
Relative energy (zero: lowest compared OMol25 entry of this formula, charge and spin), kcal per mole: 71.21
Gap between HOMO and LUMO, Ha: 0.3522
Lowest unoccupied orbital energy, eV: 1.00
E_tot, Eh: -288.66857
SMILES: C#CCNC(=C)C

DFT (ωB97M-V/def2-TZVPD) results for C10H14BF5N6OPtTe as an isolated structure.

Structure (XYZ):
```
39
C10H14BF5N6OPtTe (ωB97M-V/def2-TZVPD)
H 1.337 3.507 0.866
N 0.641 1.850 -0.283
B -0.110 0.299 -2.335
N 0.235 1.660 -1.597
C 0.463 2.820 -2.281
Pt 1.112 0.749 1.294
H 0.299 2.833 -3.372
C 0.936 3.763 -1.374
H 1.236 4.774 -1.623
C 1.012 3.151 -0.121
H 0.362 0.455 -3.461
C -2.301 -3.156 3.471
H -1.637 -3.735 4.136
H -1.793 -2.250 3.091
H -2.692 -3.776 2.648
N -1.717 -0.209 -2.525
N 0.974 -0.588 -1.573
N -2.483 -0.288 -1.390
N 1.437 -0.526 -0.257
C -2.561 -0.474 -3.560
C 1.741 -1.489 -2.228
H -2.203 -0.468 -4.564
H 1.622 -1.588 -3.309
C -3.863 -0.665 -3.021
C 2.586 -2.087 -1.319
C -3.725 -0.569 -1.642
C 2.407 -1.464 -0.088
H -4.793 -0.867 -3.492
H 3.252 -2.900 -1.553
H -4.377 -0.638 -0.819
H 2.896 -1.583 0.887
H -3.120 -2.860 4.039
F 0.612 1.069 5.644
Te 2.066 1.013 4.086
F 0.721 2.333 3.176
F 0.352 -0.270 2.969
F 3.514 2.203 4.781
F 2.646 -0.823 4.621
O 2.917 0.795 2.077
```

Results
Charge: +2
Relative energy (zero: lowest compared OMol25 entry of this formula, charge and spin), kcal per mole: 58.30
Gap between HOMO and LUMO (spin up / spin down), Ha: 0.2564 / 0.2114
Lowest unoccupied orbital energy (spin up / spin down), eV: -9.82 / -11.01
E_tot, Eh: -1703.80657
Multiplicity: 5

DFT (ωB97M-V/def2-TZVPD) results for C6H9O2 as an isolated structure.

Structure (XYZ):
```
17
C6H9O2 (ωB97M-V/def2-TZVPD)
O -1.852 1.303 1.878
C -0.683 1.222 1.485
O 0.403 1.496 2.041
C -0.438 0.724 0.034
C 0.384 -0.470 -0.056
C 0.669 -0.901 -1.447
C 1.092 -0.015 -2.415
C 0.408 -2.280 -1.647
H -0.955 -0.336 -0.129
H -0.230 1.462 -0.725
H 0.879 -0.926 0.790
H 0.478 -3.928 1.384
H 1.274 1.003 -2.107
H 1.466 -0.441 -3.329
H 0.301 -2.671 -2.647
H 0.067 -2.839 -0.787
H 0.152 -3.257 1.265
```

Results
Charge: -1
Relative energy (zero: lowest compared OMol25 entry of this formula, charge and spin), kcal per mole: 137.95
Gap between HOMO and LUMO, Ha: 0.1943
Lowest unoccupied orbital energy, eV: 2.70
E_tot, Eh: -384.32573

DFT (ωB97M-V/def2-TZVPD) results for C23H17Cl2N6RuS2 as an isolated structure.

Structure (XYZ):
```
51
C23H17Cl2N6RuS2 (ωB97M-V/def2-TZVPD)
Ru 0.275 -0.324 -0.653
N 0.570 3.348 1.545
C 0.889 2.340 0.775
N 0.001 1.476 0.300
C -1.371 1.673 0.589
N -2.256 0.949 -0.018
N -1.615 0.183 -0.981
C -2.165 0.004 -2.122
C -1.206 -0.283 -3.189
C -1.557 -0.435 -4.510
C -0.548 -0.447 -5.475
C 0.763 -0.291 -5.073
C 1.046 -0.172 -3.717
N 0.091 -0.176 -2.788
C -1.743 2.715 1.526
C -3.064 2.918 1.939
C -3.357 3.964 2.787
C -2.347 4.825 3.226
C -1.037 4.642 2.826
C -0.751 3.582 1.981
H 1.300 3.982 1.847
H 1.933 2.210 0.523
H -3.207 0.255 -2.290
H -2.600 -0.516 -4.788
H -0.797 -0.556 -6.522
H 1.572 -0.255 -5.790
H 2.066 -0.068 -3.374
H -3.840 2.254 1.583
H -4.376 4.126 3.110
H -2.591 5.647 3.886
H -0.255 5.312 3.163
Cl 2.598 -0.647 0.156
C 2.392 -1.475 1.692
C 3.499 -1.848 2.380
C 3.320 -2.522 3.611
C 2.062 -2.808 4.103
C 0.937 -2.436 3.384
Cl -0.603 -2.810 3.981
C 1.068 -1.732 2.137
S -0.318 -1.254 1.309
H 4.494 -1.642 2.007
H 4.196 -2.824 4.171
H 1.940 -3.328 5.044
S -0.345 -4.713 -1.853
C 1.217 -4.206 -2.311
C 1.416 -2.917 -1.951
N 0.339 -2.337 -1.310
C -0.657 -3.199 -1.198
H 1.904 -4.869 -2.813
H 2.319 -2.353 -2.117
H -1.603 -2.959 -0.735
```

Results
Charge: +3
Relative energy (zero: lowest compared OMol25 entry of this formula, charge and spin), kcal per mole: 26.43
Gap between HOMO and LUMO (spin up / spin down), Ha: 0.1666 / 0.1665
Lowest unoccupied orbital energy (spin up / spin down), eV: -12.30 / -12.31
E_tot, Eh: -3025.91108

DFT (ωB97M-V/def2-TZVPD) results for one molecule with the formula C4H3NO2.

Structure (XYZ):
```
10
C4H3NO2 (ωB97M-V/def2-TZVPD)
C -0.017 0.343 -1.271
C 0.198 0.093 0.235
C -0.987 0.194 0.889
C 1.196 -1.150 0.466
H 0.624 -0.163 -2.017
H 0.765 0.965 0.488
H -1.656 1.099 0.689
N 1.981 -2.023 0.266
O -0.754 1.204 -1.463
O -1.350 -0.562 1.717
```

Results
Relative energy (zero: lowest compared OMol25 entry of this formula, charge and spin), kcal per mole: 67.19
Gap between HOMO and LUMO, Ha: 0.3897
Lowest unoccupied orbital energy, eV: 0.12
E_tot, Eh: -359.36328
SMILES: N#CC(C=O)C=O

DFT (ωB97M-V/def2-TZVPD) results for one molecule with the formula C5H10O2.

Structure (XYZ):
```
17
C5H10O2 (ωB97M-V/def2-TZVPD)
O 2.719 -0.158 -0.562
C 1.713 -0.708 0.237
C 0.311 -0.471 -0.698
C -0.949 -0.931 0.053
C -1.813 0.325 0.319
C -0.774 1.422 0.086
O 0.145 0.914 -0.894
H 2.328 0.694 -0.805
H 1.735 -0.225 1.259
H 2.007 -1.761 0.459
H 0.559 -0.975 -1.633
H -0.159 -1.123 0.781
H -1.504 -1.821 -0.279
H -2.230 0.372 1.335
H -2.673 0.448 -0.363
H -0.239 1.638 1.020
H -1.176 2.357 -0.316
```

Results
Relative energy (zero: lowest compared OMol25 entry of this formula, charge and spin), kcal per mole: 68.07
Gap between HOMO and LUMO, Ha: 0.3833
Lowest unoccupied orbital energy, eV: 0.97
E_tot, Eh: -346.91695
SMILES: OC[C@H]1CCCO1

DFT (ωB97M-V/def2-TZVPD) results for an isolated ion of composition C4H10OS2 and charge -1.

Structure (XYZ):
```
17
C4H10OS2 (ωB97M-V/def2-TZVPD)
C 1.226 -0.401 -0.640
C 0.571 -0.693 -1.968
O 0.577 -2.128 -2.154
C 0.465 -0.824 0.653
S -1.331 -0.685 0.510
S -1.399 1.735 0.325
C -1.482 2.057 2.131
H 1.563 0.626 -0.546
H 2.136 -1.026 -0.672
H 1.195 -0.322 -2.784
H -0.412 -0.217 -1.997
H -0.208 -2.319 -2.683
H 0.831 -1.818 0.896
H 0.890 -0.201 1.451
H -0.687 1.544 2.668
H -2.423 1.567 2.400
H -1.513 3.105 2.411
```

Results
Charge: -1
Relative energy (zero: lowest compared OMol25 entry of this formula, charge and spin), kcal per mole: 17.52
Gap between HOMO and LUMO (spin up / spin down), Ha: 0.1720 / 0.2583
Lowest unoccupied orbital energy (spin up / spin down), eV: 3.70 / 3.63
E_tot, Eh: -1030.00125
Multiplicity: 2

DFT (ωB97M-V/def2-TZVPD) results for C5H11NO as an isolated structure.

Structure (XYZ):
```
18
C5H11NO (ωB97M-V/def2-TZVPD)
C 1.001 0.275 -1.215
C -1.517 0.875 0.972
C 1.674 0.291 -0.066
C 0.713 -0.956 -2.015
N -2.023 0.278 -0.289
C -1.247 -0.496 0.479
O -0.873 -1.604 0.692
H -2.982 0.144 -0.564
H 0.802 1.204 -1.736
H -2.231 1.022 1.774
H -0.816 1.685 0.814
H 0.953 0.322 3.888
H 0.663 0.162 3.176
H 1.986 -0.629 0.397
H 1.987 1.220 0.384
H -0.314 -0.939 -2.376
H 1.358 -1.006 -2.897
H 0.865 -1.851 -1.417
```

Results
Relative energy (zero: lowest compared OMol25 entry of this formula, charge and spin), kcal per mole: 94.14
Gap between HOMO and LUMO, Ha: 0.3818
Lowest unoccupied orbital energy, eV: 0.90
E_tot, Eh: -326.98133

DFT (ωB97M-V/def2-TZVPD) results for an isolated ion of composition C2H8N3O and charge +1.

Structure (XYZ):
```
14
C2H8N3O (ωB97M-V/def2-TZVPD)
C 0.629 -0.259 -0.038
C 1.282 1.019 0.294
N 1.382 -1.498 -0.267
N -0.590 -0.127 -0.872
N -1.742 -0.115 0.158
O 0.443 -1.318 0.819
H 2.108 0.664 1.029
H 0.674 1.793 0.790
H 1.797 1.462 -0.578
H 0.972 -1.998 -1.066
H -0.708 0.800 -1.351
H -1.713 -1.123 0.729
H -2.809 -0.077 -0.340
H -1.727 0.777 0.692
```

Results
Charge: +1
Relative energy (zero: lowest compared OMol25 entry of this formula, charge and spin), kcal per mole: 148.73
Gap between HOMO and LUMO, Ha: 0.3717
Lowest unoccupied orbital energy, eV: -4.41
E_tot, Eh: -320.08757
SMILES: C[C@@]1(N[NH3+])NO1

DFT (ωB97M-V/def2-TZVPD) results for one molecule with the formula C34H33NO2.

Structure (XYZ):
```
70
C34H33NO2 (ωB97M-V/def2-TZVPD)
C -5.833 -2.318 2.237
C -4.505 -2.144 1.581
C -3.529 -3.148 1.689
C -2.275 -2.960 1.152
C -1.969 -1.738 0.537
C -0.531 -1.458 0.179
C -0.287 -0.622 -1.012
C 0.700 -0.876 -1.887
C 0.983 -0.103 -3.083
C 2.218 -0.226 -3.766
C 2.395 0.304 -5.043
C 1.354 1.036 -5.650
C 1.516 1.535 -7.055
C 0.162 1.248 -4.949
C -0.017 0.714 -3.671
C -2.957 -0.792 0.302
C -4.227 -0.982 0.871
H -6.618 -1.761 1.709
H -6.110 -3.382 2.261
H -5.826 -1.962 3.283
H -3.760 -4.060 2.259
H -1.523 -3.764 1.213
H 0.066 -2.411 0.138
H -0.961 0.205 -1.185
H 1.401 -1.703 -1.704
H 3.036 -0.770 -3.285
H 3.335 0.161 -5.586
H 0.623 2.071 -7.384
H 2.355 2.236 -7.066
H 1.741 0.762 -7.802
H -0.644 1.824 -5.405
H -0.943 0.878 -3.133
H -2.751 0.130 -0.262
H -4.967 -0.173 0.800
C -0.482 -3.814 5.272
C -1.142 -2.602 4.680
O -0.265 -2.209 3.540
C -0.624 -1.056 2.979
C 0.107 -0.853 1.566
N 0.456 0.479 1.619
C 1.181 1.313 0.939
C 0.534 2.588 0.628
C 1.008 3.412 -0.417
C 0.388 4.645 -0.640
C -0.708 5.028 0.162
C -1.227 4.164 1.135
C -0.627 2.931 1.340
C 2.598 1.063 0.577
C 3.583 2.067 0.689
C 4.949 1.798 0.496
C 5.352 0.494 0.198
C 4.393 -0.518 0.042
C 3.031 -0.237 0.243
O -1.405 -0.250 3.524
H -1.151 -4.309 6.013
H -0.190 -4.592 4.533
H 0.430 -3.475 5.796
H -2.154 -2.881 4.350
H -1.176 -1.750 5.385
H 0.955 -1.543 1.532
H 1.853 3.044 -1.007
H 0.756 5.273 -1.460
H -1.191 5.984 -0.037
H -2.108 4.445 1.724
H -1.039 2.217 2.049
H 3.260 3.083 0.936
H 5.686 2.602 0.526
H 6.412 0.248 0.000
H 4.652 -1.540 -0.301
H 2.256 -1.000 0.104
```

Results
Gap between HOMO and LUMO, Ha: 0.2786
Lowest unoccupied orbital energy, eV: -0.08
E_tot, Eh: -1520.56506
SMILES: CCOC(=O)[C@H](N=C(c1ccccc1)c1ccccc1)[C@H](/C=C/c1ccc(C)cc1)c1ccc(C)cc1

DFT (ωB97M-V/def2-TZVPD) results for C28H22N9NiO2 as an isolated structure.

Structure (XYZ):
```
62
C28H22N9NiO2 (ωB97M-V/def2-TZVPD)
Ni 1.167 -0.100 1.092
C -3.198 5.233 1.182
C -2.500 3.964 0.777
C -3.203 2.789 0.518
C -2.547 1.610 0.233
C -1.146 1.514 0.153
N -0.501 0.314 -0.043
C -1.078 -0.608 -0.876
C -1.682 -0.245 -2.098
C -2.151 -1.165 -3.012
C -2.031 -2.535 -2.784
C -2.464 -3.553 -3.804
C -1.460 -2.919 -1.582
C -1.031 -1.998 -0.633
N -0.599 -2.537 0.618
C -1.064 -3.659 1.215
C -0.317 -3.872 2.347
C 0.597 -2.807 2.372
N 0.413 -2.017 1.330
C -0.455 2.718 0.376
C -1.119 3.894 0.709
N 0.969 2.812 0.248
C 1.666 3.894 -0.161
C 3.001 3.627 0.020
C 3.029 2.327 0.550
N 1.803 1.852 0.676
H -4.242 5.221 0.867
H -2.729 6.113 0.738
H -3.187 5.370 2.266
H -4.286 2.787 0.581
H -3.119 0.703 0.086
H -1.757 0.814 -2.317
H -2.596 -0.810 -3.936
H -3.158 -3.114 -4.523
H -2.967 -4.402 -3.337
H -1.617 -3.949 -4.369
H -1.337 -3.974 -1.367
H -1.909 -4.187 0.810
H -0.443 -4.655 3.072
H 1.356 -2.541 3.089
H -0.529 4.773 0.942
H 1.157 4.753 -0.561
H 3.833 4.269 -0.209
H 3.860 1.706 0.843
O 4.988 -1.529 1.604
C 3.872 -1.151 1.253
O 2.946 -0.663 1.969
C 3.553 -1.221 -0.244
C 4.476 -1.712 -1.158
C 4.142 -1.715 -2.499
C 2.904 -1.222 -2.889
C 2.042 -0.752 -1.914
N 2.361 -0.764 -0.621
H 5.423 -2.067 -0.777
H 4.838 -2.093 -3.238
H 2.603 -1.199 -3.928
H 1.065 -0.354 -2.159
N -2.591 -1.484 5.596
C -1.862 -0.652 5.242
N -1.065 0.348 4.938
C -0.384 0.354 3.843
N 0.260 0.468 2.880
```

Results
Charge: -1
Relative energy (zero: lowest compared OMol25 entry of this formula, charge and spin), kcal per mole: 0.00
Gap between HOMO and LUMO (spin up / spin down), Ha: 0.2550 / 0.2529
Lowest unoccupied orbital energy (spin up / spin down), eV: 2.46 / 2.46
E_tot, Eh: -3231.96094
Multiplicity: 3